Arrangement one

DFT (wB97M-V/def2-TZVPD) results for a structure of composition C7H11NO.

Geometry as XYZ:
```
20
Properties=species:S:1:pos:R:3:nbo_charge:R:1
C -3.594 0.319 0.614 -0.554
C -2.344 0.353 -0.046 -0.541
C -1.721 -0.778 -0.524 -0.184
C -0.497 -1.097 -0.530 -0.160
C 0.720 -0.381 0.131 -0.338
C 0.948 0.963 -0.138 0.186
C 1.884 -1.145 0.413 0.350
H -4.045 -0.771 0.133 0.217
H -4.308 1.298 0.518 0.225
H -3.671 0.272 2.046 0.168
H -2.799 0.985 -0.918 0.243
H -1.692 1.242 0.404 0.220
H -2.210 -1.567 -1.473 0.204
H -0.247 -1.989 -1.176 0.213
H 0.169 1.554 -0.480 0.173
H 3.044 1.294 -0.024 0.462
H 1.882 2.702 -0.981 0.410
H 2.134 -2.340 0.630 0.186
N 2.025 1.933 -0.124 -0.833
O 3.149 -0.702 0.334 -0.647
```

The HOMO-LUMO gap comes out at 8.76 eV. The total charge is 0. The LUMO energy is 0.0 eV.

***

Arrangement two

DFT (wB97M-V/def2-TZVPD) results for a cluster of 2 separate species, C7H11NO in total.

Geometry as XYZ:
```
20
Properties=species:S:1:pos:R:3:nbo_charge:R:1
C 1.146 -1.059 0.332 0.343
C 2.164 1.772 0.519 -0.240
C 2.920 1.156 -0.177 -0.212
C -1.602 0.991 -0.728 -0.612
C -1.485 -0.844 1.151 -0.616
C -1.228 -0.485 -0.293 -0.226
C 0.302 -0.670 -0.574 0.085
N 1.669 -1.709 1.149 -0.594
O 0.615 -0.217 -1.910 -0.705
H 1.315 2.269 0.876 0.228
H 2.127 -1.236 1.913 0.364
H 3.597 0.742 -0.845 0.231
H -2.161 1.031 -1.740 0.211
H -0.681 1.561 -0.659 0.224
H -2.275 1.347 -0.008 0.204
H -2.459 -0.448 1.472 0.212
H -0.593 -0.588 1.787 0.212
H -1.611 -1.883 1.199 0.218
H -1.628 -1.250 -0.959 0.198
H -0.134 -0.481 -2.506 0.476
```

The SMILES is CC(C)C(O)=C=N.C#C. The HOMO-LUMO gap comes out at 8.74 eV. The total charge is 0. The LUMO energy is 0.9 eV.

***

Arrangement three

DFT (wB97M-V/def2-TZVPD) results for a cluster of 2 separate species, C7H11NO in total.

Geometry as XYZ:
```
20
Properties=species:S:1:pos:R:3:nbo_charge:R:1
C 1.209 1.570 0.061 -0.656
C 1.106 -0.342 -1.609 -0.656
C 1.681 0.196 -0.327 0.056
C 2.549 -0.497 0.413 -0.457
H 0.118 1.598 0.124 0.233
H 1.492 2.299 -0.706 0.219
H 1.629 1.894 1.013 0.212
H 0.014 -0.342 -1.570 0.233
H 1.455 -1.353 -1.823 0.212
H 1.385 0.302 -2.450 0.219
H 2.964 -0.092 1.329 0.195
H 2.890 -1.482 0.114 0.195
C -2.699 0.123 0.025 0.749
N -3.875 -0.227 0.498 -0.864
C -1.761 -0.867 1.101 -0.447
C -0.652 -1.238 1.458 0.015
O -2.184 0.813 -0.797 -0.531
H -4.678 0.211 0.046 0.384
H -2.972 -1.021 1.351 0.436
H 0.328 -1.544 1.748 0.252
```

The HOMO-LUMO gap comes out at 8.48 eV. The total charge is 0. The LUMO energy is -0.9 eV.

***

Arrangement four

DFT (wB97M-V/def2-TZVPD) results for the molecule C7H11NO.

Geometry as XYZ:
```
20
Properties=species:S:1:pos:R:3:nbo_charge:R:1
C -2.467 1.195 0.693 0.160
C -2.141 1.184 -0.629 -0.104
C 0.039 0.252 -0.842 0.397
C 1.002 0.119 -1.918 -0.701
C -0.257 -1.388 1.045 -0.613
C 1.816 -0.052 0.945 -0.575
C 0.341 -0.052 0.592 -0.329
N -2.791 1.036 1.819 -0.342
O -1.091 0.782 -1.254 -0.336
H -2.678 1.683 -1.442 0.206
H 1.081 1.093 -2.436 0.246
H 0.620 -0.440 -2.774 0.235
H 1.742 -0.528 -1.568 0.235
H -0.519 -1.554 2.048 0.230
H 0.361 -2.244 0.804 0.202
H -1.320 -1.792 0.578 0.216
H 2.000 -0.260 1.974 0.223
H 2.146 1.046 0.725 0.210
H 2.264 -0.770 0.407 0.194
H -0.149 0.689 1.233 0.246
```

The HOMO-LUMO gap (alpha / beta) comes out at 7.14 / 8.10 eV. The total charge is 0. The LUMO energy (alpha / beta) is -0.1 / 0.4 eV.

***

Which one is most stable, and which one is least stable? arrangement four is the most stable of them, while arrangement one is the least stable.

***

Arrangement one

DFT (wB97M-V/def2-TZVPD) results for a cluster of 2 separate species, C6H15O3S in total.

Geometry as XYZ:
```
25
Properties=species:S:1:pos:R:3:nbo_charge:R:1
C 1.623 2.318 -0.387 -0.290
C 3.851 -1.314 0.097 -0.302
C -2.449 -1.582 -0.964 -0.767
C -3.454 0.787 0.525 -0.796
C -0.729 -0.720 1.199 -1.086
C 1.886 0.028 -0.342 0.721
O -1.152 0.753 -0.853 -0.999
O 2.276 1.149 0.034 -0.412
O 2.490 -1.055 -0.289 -0.394
S -1.800 -0.139 0.071 1.758
H 1.395 2.812 0.574 0.217
H 0.671 2.044 -0.895 0.248
H 2.350 2.997 -0.906 0.233
H 4.266 -0.367 0.558 0.210
H 4.534 -1.381 -0.753 0.235
H 3.919 -2.174 0.843 0.250
H -2.959 -1.201 -1.938 0.266
H -3.173 -1.950 -0.300 0.227
H -1.660 -2.252 -1.086 0.241
H -2.998 1.524 1.199 0.240
H -4.320 0.297 1.161 0.253
H -3.941 1.032 -0.327 0.231
H -0.250 0.140 1.658 0.231
H -1.214 -1.543 1.740 0.247
H 0.836 -0.205 -0.621 0.237
```

The HOMO-LUMO gap comes out at 8.52 eV. The total charge is +1. The LUMO energy is -3.3 eV.

***

Arrangement two

DFT (wB97M-V/def2-TZVPD) results for the ion C6H15O3S with charge +1.

Geometry as XYZ:
```
25
Properties=species:S:1:pos:R:3:nbo_charge:R:1
C 2.669 0.456 1.092 -0.294
C -0.905 -1.677 2.026 -0.273
C -0.324 1.430 -3.130 -0.751
C -1.424 1.476 -0.384 -0.807
C 0.621 -0.440 -1.258 -0.770
C 0.644 -0.877 0.435 0.479
O 1.098 2.177 -1.009 -0.867
O 1.187 0.245 1.031 -0.585
O -0.634 -1.059 0.779 -0.553
S 0.087 1.181 -1.312 1.833
H 3.258 -0.442 0.863 0.202
H 2.981 0.758 2.116 0.218
H 2.802 1.433 0.559 0.231
H -0.287 -2.624 2.061 0.184
H -1.863 -2.067 2.032 0.209
H -0.748 -1.140 3.093 0.212
H 0.344 0.623 -3.458 0.239
H -0.033 2.302 -3.529 0.261
H -1.351 1.059 -3.418 0.261
H -1.128 1.798 0.585 0.287
H -1.994 0.567 -0.303 0.277
H -1.991 2.228 -0.846 0.267
H -0.018 -1.175 -1.604 0.277
H 1.629 -0.560 -1.561 0.288
H 1.291 -1.809 0.577 0.174
```

The HOMO-LUMO gap comes out at 10.99 eV. The total charge is +1. The LUMO energy is -2.7 eV.

***

Which one is most stable, and which one is least stable? arrangement two is the most stable of them, while arrangement one is the least stable.

***

Arrangement one

DFT (wB97M-V/def2-TZVPD) results for the molecule C17H23NO4.

Geometry as XYZ:
```
45
Properties=species:S:1:pos:R:3:nbo_charge:R:1
C 2.087 3.822 -1.640 -0.633
C 2.544 2.548 -0.943 -0.075
H 2.939 1.837 -1.677 0.201
H 3.305 2.764 -0.189 0.187
O 1.476 1.930 -0.228 -0.519
C 0.650 1.142 -0.943 0.794
O 0.785 0.944 -2.128 -0.607
C -0.432 0.584 -0.137 -0.295
C -0.572 0.501 1.230 0.392
O -1.765 -0.034 1.570 -0.413
C -2.428 -0.319 0.418 0.216
C -3.687 -0.881 0.270 -0.213
C -4.137 -1.078 -1.015 -0.255
C -3.363 -0.728 -2.138 0.305
C -2.108 -0.165 -1.986 -0.317
C -1.644 0.036 -0.690 0.010
H -1.479 0.113 -2.815 0.245
O -3.951 -0.990 -3.338 -0.495
C -3.240 -0.672 -4.511 -0.252
H -2.297 -1.225 -4.571 0.179
H -3.033 0.401 -4.575 0.177
H -3.886 -0.966 -5.336 0.199
H -5.107 -1.513 -1.197 0.226
H -4.283 -1.152 1.126 0.226
C 0.383 0.759 2.355 -0.273
N 1.312 -0.326 2.620 -0.435
C 0.701 -1.578 3.033 -0.219
H 1.405 -2.072 3.712 0.193
H -0.190 -1.325 3.613 0.200
C 0.313 -2.570 1.931 -0.633
H -0.352 -2.122 1.199 0.208
H 1.191 -2.944 1.410 0.202
H -0.199 -3.417 2.381 0.216
C 2.400 -0.438 1.668 -0.216
C 3.565 -1.240 2.240 -0.615
H 3.833 -0.851 3.219 0.212
H 3.319 -2.293 2.339 0.201
H 4.425 -1.152 1.581 0.212
H 2.746 0.578 1.465 0.200
H 2.083 -0.876 0.707 0.167
H 0.964 1.657 2.140 0.234
H -0.206 0.920 3.263 0.216
H 2.937 4.300 -2.119 0.216
H 1.344 3.583 -2.396 0.224
H 1.650 4.509 -0.919 0.210
```

The SMILES is CCOC(=O)c1c(CN(CC)CC)oc2ccc(OC)cc12. The HOMO-LUMO gap comes out at 8.94 eV. The total charge is 0. The LUMO energy is 0.8 eV.

***

Arrangement two

DFT (wB97M-V/def2-TZVPD) results for the molecule C17H23NO4.

Geometry as XYZ:
```
45
Properties=species:S:1:pos:R:3:nbo_charge:R:1
C 0.103 1.546 -2.107 -0.276
H 0.119 2.292 -2.898 0.193
H 1.044 1.546 -1.551 0.214
H -0.077 0.553 -2.526 0.205
O -0.980 1.884 -1.248 -0.516
C -0.910 1.458 0.010 0.815
O 0.044 0.899 0.484 -0.621
C -2.170 1.815 0.795 -0.313
C -2.297 0.881 2.004 -0.418
H -1.295 0.668 2.378 0.237
H -2.869 1.358 2.800 0.211
C -2.996 -0.421 1.566 -0.217
N -2.785 -0.649 0.156 -0.451
C -1.789 -1.387 -0.398 0.709
O -1.594 -1.377 -1.601 -0.659
C -0.979 -2.245 0.556 -0.511
C 0.060 -3.087 -0.183 -0.408
C 1.216 -2.221 -0.673 -0.072
H 0.814 -1.404 -1.280 0.196
O 1.894 -1.710 0.458 -0.527
C 2.711 -0.640 0.298 0.414
C 3.126 -0.132 -0.929 -0.343
C 3.967 0.969 -0.973 -0.185
C 4.410 1.568 0.191 -0.258
C 4.009 1.054 1.415 -0.190
C 3.170 -0.037 1.471 -0.277
H 2.845 -0.444 2.415 0.218
H 4.351 1.513 2.331 0.211
H 5.064 2.427 0.147 0.210
H 4.277 1.356 -1.933 0.208
H 2.806 -0.587 -1.854 0.219
H 1.904 -2.820 -1.287 0.174
H -0.401 -3.569 -1.046 0.226
H 0.451 -3.852 0.489 0.211
H -0.458 -1.590 1.257 0.249
H -1.656 -2.899 1.110 0.224
C -3.515 0.295 -0.671 -0.232
C -3.421 1.711 -0.081 -0.416
H -3.385 2.444 -0.885 0.234
H -4.294 1.928 0.539 0.204
H -4.561 -0.023 -0.745 0.194
H -3.070 0.255 -1.667 0.250
H -4.077 -0.333 1.716 0.196
H -2.644 -1.266 2.155 0.221
H -2.037 2.847 1.135 0.245
```

The SMILES is COC(=O)C1CCN(C(=O)CCCOc2ccccc2)CC1. The HOMO-LUMO gap comes out at 8.98 eV. The total charge is 0. The LUMO energy is 0.8 eV.

***

Which one is most stable, and which one is least stable? arrangement two is the most stable of them, while arrangement one is the least stable.